A cluster of 8 separate species, C47H67N9O in total at a distorted geometry. Source: the Open Molecules 2025 dataset; level of theory: wB97M-V/def2-TZVPD.

**Multiplicity**: 1
**Orbital gap**: 8.507 eV
**Net charge**: 0

```
124
Properties=species:S:1:pos:R:3:forces:R:3:lowdin_charge:R:1
C 1.91041 -2.12890 -0.11116 0.5 0.0 0.0 -0.080
C 2.10370 -1.83000 -1.56540 -0.2 -0.2 -0.2 -0.264
C 2.48491 -2.83791 -2.45104 0.1 0.0 0.1 -0.047
C 2.68510 -2.55714 -3.79075 -0.1 0.1 -0.2 -0.080
C 2.48705 -1.26860 -4.27525 0.0 0.0 0.2 -0.049
C 2.09427 -0.26256 -3.40357 0.0 0.1 -0.4 -0.231
C 1.89015 1.15202 -3.89749 0.4 0.0 0.1 -0.096
C 2.58305 2.14553 -3.00614 0.1 0.1 0.1 -0.212
C 3.98955 2.02542 -2.84588 -0.2 0.1 0.0 0.036
C 4.69761 2.85079 -2.02484 0.1 0.1 0.0 -0.137
C 6.17815 2.71636 -1.79428 0.5 -0.9 -0.6 -0.083
C 6.72639 1.35319 -2.20781 -1.1 0.3 0.3 -0.324
C 6.24902 0.16395 -1.48676 0.5 0.4 -0.5 -0.100
O 7.56456 0.69602 -1.28421 0.4 -0.1 -0.1 -0.041
C 4.00039 3.89806 -1.35003 0.0 0.1 0.1 -0.168
N 4.70063 4.75542 -0.56166 -0.1 0.0 -0.1 0.145
C 4.01076 5.70419 0.01227 0.1 -0.1 0.0 -0.107
C 2.61369 5.81782 -0.13469 -0.3 0.2 0.1 -0.112
N 1.89224 5.00015 -0.85731 0.6 -0.1 -0.1 0.114
C 2.60272 4.02879 -1.49875 -0.2 -0.2 -0.1 -0.203
C 1.91156 3.11985 -2.33098 -0.1 -0.2 -0.2 0.024
C 1.90687 -0.55755 -2.06697 -0.1 0.0 0.4 -0.013
H 1.21306 -2.94378 0.05611 -0.1 0.0 0.0 0.059
H 2.87554 -2.43140 0.29720 0.0 -0.1 0.2 0.078
H 1.62088 -1.24031 0.43933 -0.2 0.1 0.0 0.042
H 2.63767 -3.83994 -2.07115 0.0 -0.1 0.0 0.113
H 2.99501 -3.33302 -4.47752 0.0 -0.1 0.0 0.100
H 2.64985 -1.04104 -5.32007 0.0 0.0 -0.1 0.106
H 2.36113 1.22653 -4.87835 -0.3 0.0 -0.2 0.121
H 0.83036 1.38729 -3.96764 -0.1 0.1 -0.1 0.123
H 4.47459 1.22859 -3.39234 0.1 -0.1 0.1 0.128
H 6.71878 3.45769 -2.38437 0.0 0.4 0.3 0.127
H 6.42280 2.81775 -0.74106 0.0 0.4 0.1 0.123
H 6.96236 1.22594 -3.26165 0.3 0.0 0.1 0.143
H 5.58966 0.30074 -0.64221 -0.2 -0.2 0.0 0.088
H 6.23772 -0.74404 -2.07612 -0.2 -0.3 0.4 0.114
H 4.52972 6.42063 0.63539 0.1 0.0 0.0 0.103
H 2.10733 6.62142 0.38293 -0.1 0.0 0.1 0.076
H 0.83843 3.21056 -2.43818 -0.1 0.1 0.1 0.117
H 1.61158 0.21838 -1.37269 0.0 0.1 0.0 0.106
C -1.16262 -4.68284 3.46483 0.0 0.0 0.1 -0.116
C 0.07738 -4.72513 4.34779 -0.2 0.0 -0.1 -0.254
C 1.27213 -3.99540 3.72230 -0.1 -0.1 0.1 -0.185
C 1.64969 -4.60127 2.44553 0.1 0.1 0.1 -0.240
N 1.94247 -5.09210 1.45139 0.0 -0.1 -0.1 0.160
H -0.98606 -5.18414 2.51198 0.0 0.0 0.0 0.058
H -1.99597 -5.18926 3.94631 0.0 0.0 0.0 0.044
H -1.46199 -3.65245 3.25767 0.0 0.0 0.0 0.077
H 0.35226 -5.76324 4.54308 0.0 0.0 0.0 0.112
H -0.14357 -4.26744 5.31370 0.1 0.0 0.0 0.107
H 2.13925 -4.02893 4.38310 0.0 0.0 0.0 0.118
H 1.02668 -2.94613 3.54533 0.0 0.0 0.0 0.108
C -1.83021 -7.61754 -0.06217 0.0 0.0 0.0 -0.104
C -1.34637 -8.79637 0.77183 0.1 0.1 -0.1 -0.255
C -2.41142 -9.32258 1.74127 0.1 0.0 -0.1 -0.184
C -2.82300 -8.29168 2.69372 0.0 -0.1 -0.1 -0.224
N -3.10998 -7.45639 3.42529 -0.1 0.1 0.1 0.156
H -2.07875 -6.75647 0.56090 0.0 0.0 0.0 0.062
H -1.05509 -7.30298 -0.75986 0.0 0.0 0.0 0.077
H -2.71575 -7.88790 -0.64186 0.0 0.0 0.0 0.058
H -0.45647 -8.49983 1.33055 0.0 -0.1 0.1 0.110
H -1.05408 -9.61137 0.10862 0.0 -0.1 0.0 0.099
H -2.02936 -10.17421 2.30480 0.0 0.0 0.0 0.119
H -3.29454 -9.65535 1.19204 0.0 0.0 0.0 0.106
C 1.75525 0.49017 4.05887 0.0 0.0 0.0 -0.106
C 3.07280 1.25487 4.11638 -0.1 -0.1 0.1 -0.252
C 3.32362 2.09760 2.86041 0.1 -0.1 0.1 -0.178
C 3.38131 1.25705 1.66539 -0.1 0.2 0.0 -0.191
N 3.39619 0.57688 0.74184 0.1 0.0 -0.1 0.206
H 1.74703 -0.22069 3.23018 0.0 0.0 0.0 0.058
H 1.59671 -0.07203 4.97930 0.0 0.0 0.0 0.072
H 0.91022 1.17013 3.93184 0.0 0.0 0.0 0.074
H 3.89750 0.55283 4.24975 0.0 0.0 0.0 0.114
H 3.07476 1.91800 4.98266 0.0 0.0 0.0 0.109
H 4.26456 2.64226 2.94011 0.0 0.0 0.0 0.122
H 2.52608 2.83071 2.72522 0.0 0.0 0.0 0.116
C -0.78372 8.56234 3.64626 0.1 0.1 0.1 -0.113
C -0.67630 9.68368 2.61981 0.0 0.0 0.2 -0.255
C 0.15660 9.30086 1.39152 -0.1 0.1 0.1 -0.191
C 1.52857 8.95380 1.76056 -0.1 0.0 -0.1 -0.243
N 2.60028 8.67814 2.06445 0.1 -0.1 0.0 0.150
H 0.19680 8.29977 4.04876 0.0 0.0 0.0 0.070
H -1.40666 8.87868 4.48348 0.0 0.0 0.0 0.072
H -1.22895 7.67094 3.21151 0.0 0.0 0.0 0.036
H -0.23740 10.56628 3.08979 0.0 0.0 0.0 0.109
H -1.67443 9.96409 2.28084 0.0 0.0 -0.1 0.108
H 0.19559 10.12641 0.67984 0.0 0.0 0.0 0.119
H -0.29033 8.44296 0.88829 0.0 0.0 0.0 0.082
C -3.08102 3.02365 1.20773 0.0 0.0 -0.1 -0.109
C -1.89990 3.22096 0.26355 -0.2 -0.1 0.1 -0.254
C -0.86413 4.21921 0.79472 -0.1 -0.2 -0.1 -0.181
C -1.46081 5.53916 0.98320 0.1 0.0 0.0 -0.206
N -1.94642 6.57106 1.11561 -0.1 0.1 -0.1 0.165
H -3.63537 3.95240 1.35470 0.0 0.0 0.0 0.068
H -3.77511 2.28721 0.80198 0.0 0.0 0.0 0.072
H -2.74862 2.66890 2.18510 0.0 0.0 0.0 0.075
H -2.26196 3.56555 -0.70759 0.1 0.0 0.0 0.101
H -1.40691 2.26177 0.09765 0.1 0.1 0.0 0.109
H -0.03205 4.31711 0.09448 0.0 0.1 0.1 0.076
H -0.46314 3.88006 1.75254 0.0 0.0 0.0 0.119
C -6.11024 -10.98850 -0.70806 0.0 0.0 0.0 -0.109
C -5.93479 -9.67073 -1.45355 0.0 -0.1 0.1 -0.260
C -5.12252 -9.81930 -2.74611 0.0 0.1 0.1 -0.188
C -3.77419 -10.31613 -2.47260 -0.1 0.0 -0.1 -0.239
N -2.72524 -10.71551 -2.23744 0.2 0.0 0.1 0.158
H -5.14928 -11.39782 -0.39243 0.0 0.0 0.0 0.066
H -6.71733 -10.84484 0.18545 0.0 0.0 0.0 0.073
H -6.60516 -11.73226 -1.33488 0.0 0.0 0.0 0.077
H -5.44490 -8.94351 -0.80255 0.0 0.0 0.0 0.102
H -6.91327 -9.26085 -1.70768 0.0 0.0 -0.1 0.109
H -5.03429 -8.85897 -3.25498 0.0 0.0 0.0 0.118
H -5.61202 -10.51531 -3.42906 0.0 0.0 0.0 0.121
C -4.47942 6.36945 -3.59498 0.0 0.0 0.0 -0.108
C -5.68927 5.80315 -2.86131 0.1 0.1 -0.1 -0.260
C -5.44962 4.38537 -2.32712 -0.1 0.2 -0.1 -0.191
C -5.15265 3.45413 -3.41576 0.0 0.0 0.2 -0.244
N -4.90910 2.73447 -4.27462 0.0 -0.1 -0.1 0.146
H -4.23424 5.77350 -4.47495 0.0 0.0 0.0 0.071
H -4.67738 7.38703 -3.93072 0.0 0.0 0.0 0.072
H -3.60262 6.39482 -2.94483 0.0 0.0 0.0 0.075
H -6.55217 5.79508 -3.52940 0.0 0.0 0.0 0.111
H -5.94056 6.45027 -2.01945 0.0 -0.1 0.0 0.108
H -6.32916 4.02587 -1.79256 0.0 -0.1 0.0 0.117
H -4.60827 4.38268 -1.63128 0.0 0.0 0.0 0.103
```
Forces are in eV/Å.

The ion C2H2NO3 with charge -1 at a distorted geometry. Source: the Open Molecules 2025 dataset; level of theory: wB97M-V/def2-TZVPD.

**Multiplicity**: 1
**Orbital gap**: 8.235 eV
**ΔE to the lowest compared entry with this formula, charge and spin**: 63.38 kcal per mole
**Net charge**: -1

```
8
Properties=species:S:1:pos:R:3:forces:R:3:nbo_charge:R:1
N 1.23107 -0.12486 -0.16733 2.6 -0.6 0.9 -0.795
C -0.03838 -0.04115 -0.47430 -3.6 0.7 -8.6 0.532
O -0.38706 0.12362 -1.95751 2.2 -0.7 8.0 -0.794
C -1.22349 0.07535 0.64110 0.8 0.1 -0.5 0.718
O -0.80325 0.88479 1.47700 0.2 0.4 0.8 -0.753
O -2.29841 -0.49528 0.52090 0.3 -0.4 -0.4 -0.702
H 1.46810 -0.49119 0.77822 -0.3 0.9 -1.1 0.395
H 2.05142 0.06873 -0.81809 -2.2 -0.5 0.9 0.399
```
Forces are in eV/Å.

A cluster of 7 separate species, C22H60N2O11 in total at a distorted geometry. Source: the Open Molecules 2025 dataset; level of theory: wB97M-V/def2-TZVPD.

**Multiplicity**: 1
**Orbital gap**: 8.769 eV
**ΔE to the lowest compared entry with this formula, charge and spin**: 79.23 kcal per mole
**Net charge**: 0

```
95
Properties=species:S:1:pos:R:3:forces:R:3:lowdin_charge:R:1
C -0.72586 3.76353 2.36168 -1.8 0.9 0.3 -0.103
O -0.63986 2.43753 2.87968 -1.1 1.8 -1.3 -0.155
C 0.58714 1.89453 2.59968 1.4 -1.5 0.0 -0.248
C 0.48514 0.36353 2.81368 1.3 0.5 2.5 -0.199
N 1.74214 -0.27447 2.58868 0.8 -0.5 -1.8 -0.066
C 2.09814 -0.12847 1.17668 -0.2 2.4 -0.4 -0.201
C 3.23514 -1.06147 0.98168 -1.5 -1.3 6.3 -0.405
O 3.85314 -1.14447 -0.10032 5.1 1.9 -8.3 -0.130
C 4.73214 -0.03747 -0.40432 0.6 -1.4 -1.1 -0.058
H -1.68286 4.01053 1.87668 -0.4 -0.9 0.4 0.085
H -0.10686 4.09553 1.53768 1.2 -0.7 0.1 0.068
H -0.69386 4.50253 3.15868 0.5 0.0 0.3 0.085
H 1.35414 2.32953 3.22768 0.4 0.0 0.6 0.125
H 0.96814 2.13053 1.57368 -0.8 -0.4 0.4 0.096
H -0.19286 0.00453 2.12268 -2.1 -0.7 -1.3 0.058
H 0.23014 0.00653 3.85468 -0.4 1.1 -0.9 0.147
H 1.67514 -1.29747 2.57968 -0.4 0.1 1.4 0.048
H 2.48814 0.95753 1.08368 -0.6 -1.6 -0.5 0.123
H 1.22814 -0.28847 0.43168 1.1 0.2 1.0 0.143
H 3.04214 -2.12347 1.08468 -1.5 -0.3 1.2 0.128
H 3.94814 -0.85447 1.79568 -0.1 0.2 0.6 0.131
H 5.71714 -0.06347 0.14468 -0.9 -0.5 -0.5 0.108
H 4.32214 0.92153 -0.22932 -0.9 0.9 0.5 0.046
H 4.83314 -0.10447 -1.50432 0.6 0.1 0.6 0.095
C 4.51214 -2.09547 6.72968 1.3 -1.8 -0.8 -0.096
O 4.83214 -2.63147 5.47268 0.3 -0.4 -1.7 -0.181
C 3.91214 -2.44047 4.41068 -2.1 0.8 1.9 -0.200
C 2.56514 -3.18547 4.53368 0.0 -2.5 -1.0 -0.187
N 1.84814 -3.14847 3.23868 -0.1 1.2 1.6 -0.109
C 0.43314 -3.45347 3.43568 -0.4 0.3 -0.6 -0.179
C -0.14286 -3.29047 2.03368 10.7 0.3 1.0 -0.425
O -1.31886 -3.47947 1.86668 -12.2 -1.7 -0.3 -0.118
C -1.91886 -3.26547 0.61368 0.2 -0.7 -1.2 -0.050
H 3.51814 -2.34647 6.96168 -1.3 -0.4 1.0 0.068
H 4.65214 -1.06847 6.79768 0.1 2.2 -0.2 0.064
H 5.29114 -2.55647 7.33568 -0.6 -0.1 0.7 0.100
H 4.35714 -2.57547 3.45468 0.7 -0.4 -0.6 0.105
H 3.46514 -1.44747 4.44668 0.9 0.8 -0.3 0.108
H 1.88214 -2.71747 5.25368 0.4 -0.1 0.0 0.112
H 2.63114 -4.30247 4.74468 0.4 1.2 0.6 0.135
H 2.31914 -3.69547 2.51968 -0.5 -0.2 0.4 0.118
H -0.18086 -2.82047 4.07568 0.9 1.1 0.4 0.122
H 0.27614 -4.39847 3.94168 -0.1 -1.0 -0.5 0.115
H 0.49214 -4.05247 1.54668 0.3 0.0 -1.2 0.136
H 0.15514 -2.30547 1.69068 0.7 0.6 -0.3 0.112
H -3.03586 -3.26947 0.74468 1.3 0.4 -0.1 0.111
H -1.65886 -4.15747 -0.02832 -0.3 0.8 0.3 0.102
H -1.48586 -2.35747 0.08068 -0.7 -0.7 0.8 0.107
O -2.42086 -1.69047 -3.55532 2.6 1.6 -0.8 -0.071
C -3.25886 -2.46147 -2.80232 -0.6 0.3 0.4 -0.293
C -4.24286 -2.98647 -3.77032 1.4 -1.4 0.6 -0.295
O -5.02686 -3.83847 -3.04132 -1.4 -2.5 1.0 -0.048
H -2.22486 -0.83347 -3.10732 0.0 -1.4 -0.2 0.055
H -2.88586 -3.38247 -2.28532 0.5 0.9 -0.2 0.133
H -3.67686 -1.76747 -2.08432 -0.7 -0.5 0.7 0.110
H -3.71486 -3.49347 -4.58332 0.2 0.1 -0.1 0.137
H -4.94086 -2.35247 -4.13532 -1.3 3.2 -1.7 0.089
H -5.59186 -4.23547 -3.70132 -0.6 -0.6 0.3 0.088
O 2.20614 1.01853 -1.90032 0.7 0.8 -1.0 -0.056
C 1.56614 2.30453 -1.95332 -2.5 -2.0 0.4 -0.238
C 2.18014 3.39353 -1.21732 2.5 0.4 2.2 -0.300
O 1.47414 4.58353 -1.24832 -1.6 0.9 -1.0 -0.039
H 2.48314 0.90453 -2.83332 0.0 -0.5 1.1 0.102
H 1.55514 2.57553 -2.99132 -0.8 0.4 -0.4 0.092
H 0.54314 2.12453 -1.47632 0.9 0.5 -1.2 0.140
H 3.16614 3.62353 -1.60632 0.6 -0.4 -0.1 0.127
H 2.27514 3.17753 -0.14332 0.4 -0.8 -0.2 0.116
H 1.59914 4.96453 -0.39032 -0.1 0.6 0.4 0.074
C -2.92686 0.80953 0.51968 -1.4 0.1 2.1 -0.060
C -1.75986 0.80253 -0.27832 4.2 -4.2 0.6 -0.381
O -1.91586 0.14053 -1.49832 0.2 0.0 -0.3 -0.075
H -3.71586 1.21953 -0.05632 -1.1 0.8 -0.2 0.073
H -2.64086 1.42353 1.36868 -0.7 0.2 0.5 0.084
H -3.26786 -0.16547 0.86968 0.3 -0.1 -0.1 0.092
H -0.92086 0.22553 0.20268 -0.9 -0.2 0.2 0.105
H -1.17986 1.65853 -0.28432 0.3 2.8 -0.9 0.079
H -2.36686 0.84353 -1.94432 -0.6 0.6 -1.4 0.004
C -4.11786 0.96753 -3.77232 0.2 -1.8 -1.2 -0.079
C -4.01586 2.31953 -3.18332 -3.0 1.0 0.2 -0.338
O -2.81486 2.43153 -2.51432 1.1 -0.1 0.8 -0.080
H -4.95286 0.73053 -4.45732 0.0 0.8 0.5 0.097
H -4.18586 0.16553 -2.99832 0.4 0.7 -0.5 0.080
H -3.25086 0.83253 -4.43732 0.0 -0.4 0.5 0.086
H -4.88586 2.41453 -2.47232 0.7 0.3 -0.3 0.127
H -4.13386 3.12653 -3.91832 0.1 -0.3 0.0 0.113
H -2.51486 3.33753 -2.45532 0.0 0.2 -0.1 0.111
C -0.31186 1.92753 -4.76932 -0.7 -0.1 2.4 -0.065
C -0.58086 3.38553 -4.65432 3.1 0.8 -1.1 -0.365
O -1.88386 3.76753 -4.86832 -1.5 -0.6 0.6 -0.036
H 0.74814 1.72053 -4.72332 0.2 -0.1 0.1 0.072
H -0.67986 1.61953 -5.69932 -0.6 -0.7 -1.4 0.071
H -0.85386 1.42753 -3.95932 0.3 -0.5 -0.2 0.071
H 0.00814 3.73853 -5.49432 0.2 0.6 -0.6 0.109
H -0.09486 3.97453 -3.86932 -0.3 -0.7 0.9 0.112
H -1.74486 4.54853 -5.36332 -0.7 1.4 -0.8 0.079
```
Forces are in eV/Å.

A cluster of 3 separate species, C21H27O5P in total at a distorted geometry. Source: the Open Molecules 2025 dataset; level of theory: wB97M-V/def2-TZVPD.

**Multiplicity**: 1
**Orbital gap**: 6.365 eV
**ΔE to the lowest compared entry with this formula, charge and spin**: 418.50 kcal per mole
**Net charge**: 0

```
54
Properties=species:S:1:pos:R:3:forces:R:3:nbo_charge:R:1
C -4.50704 -3.03192 3.52680 1.0 1.8 1.4 -0.974
P -3.24145 -3.92835 2.38077 0.1 -1.3 0.1 1.038
O -1.79703 -4.23689 3.36800 -0.7 1.6 -2.4 -0.952
C -2.70899 -2.83958 0.90489 1.3 3.3 -3.9 -0.364
C -3.11909 -3.38077 -0.62167 2.1 3.2 0.0 -0.180
C -2.67586 -2.55452 -2.00310 1.2 1.5 3.4 -0.204
C -1.79293 -1.14074 -1.92049 -1.4 -2.2 4.0 -0.166
C -1.40761 -0.58798 -0.39023 -1.1 -2.2 -0.8 -0.101
C -1.86266 -1.43687 0.97528 -0.4 -0.6 -2.3 -0.102
C -1.40993 -0.80806 2.42020 -1.0 0.4 3.9 0.507
O -1.98271 -1.03444 3.60503 3.0 0.8 -7.2 -0.545
C -0.12546 0.26104 2.43245 2.1 1.6 0.4 -0.109
C 0.63396 0.46184 3.90886 1.0 1.9 -2.7 -0.178
C 1.87900 1.51329 4.08946 -3.0 -1.0 -4.6 -0.234
C 2.33121 2.35913 2.72834 -2.6 -2.1 0.4 -0.202
C 1.59336 2.15734 1.24839 -1.5 -2.0 3.3 -0.206
C 0.34652 1.10133 1.09249 1.0 -0.3 3.4 -0.108
C -0.51616 0.82333 -0.28860 0.7 3.2 -2.9 0.515
O -0.45125 1.72124 -1.28969 -0.5 -5.7 5.8 -0.547
H -4.88250 -2.02278 3.02939 0.6 -2.3 1.0 0.256
H -3.87934 -2.70528 4.48819 -1.4 -0.6 -2.1 0.267
H -5.37054 -3.71860 3.91735 1.7 1.2 -1.3 0.250
H -1.03437 -4.00856 2.75637 -1.1 -0.4 1.2 0.486
H -3.73358 -4.38354 -0.74743 1.5 2.4 0.4 0.253
H -2.97181 -2.96408 -3.08181 0.6 1.0 2.8 0.265
H -1.46378 -0.54388 -2.89430 -0.8 -1.5 2.5 0.267
H 0.22542 -0.18785 4.82253 1.0 1.6 -2.3 0.262
H 2.36195 1.64975 5.14872 -0.9 -0.2 -2.5 0.247
H 3.21536 3.13805 2.89845 -2.3 -2.0 -0.8 0.283
H 1.91386 2.78328 0.31138 -0.7 -1.4 2.1 0.252
C -4.34801 -0.52304 -6.78277 -0.4 -0.1 -0.1 -0.629
C -3.82287 -0.24480 -5.38342 0.4 0.1 -0.6 0.093
C -2.62703 0.69351 -5.41669 0.1 0.2 0.2 -0.630
O -3.44238 -1.47313 -4.76888 0.1 -0.3 0.1 -0.730
H -3.58188 -1.00548 -7.40023 0.0 0.2 0.1 0.197
H -5.20069 -1.20945 -6.74439 0.1 0.2 0.0 0.219
H -4.66403 0.40097 -7.27695 0.0 -0.1 0.0 0.213
H -4.61862 0.19473 -4.77232 0.1 -0.3 0.1 0.184
H -1.79984 0.25426 -5.98562 -0.1 0.0 -0.1 0.197
H -2.25200 0.87498 -4.40374 -0.1 0.1 -0.1 0.218
H -2.89140 1.65407 -5.86979 0.1 -0.1 0.1 0.217
H -2.73602 -1.87054 -5.30483 -0.3 0.2 0.1 0.460
C 7.41336 3.41498 1.66200 0.2 0.3 0.1 -0.629
C 6.32874 2.67676 2.43012 0.3 -0.2 -0.6 0.095
C 6.30232 1.19983 2.07021 -0.1 -0.3 0.2 -0.632
O 5.06151 3.25777 2.13388 0.1 0.3 -0.1 -0.729
H 7.23953 3.35361 0.58173 0.0 -0.2 0.1 0.199
H 7.41254 4.47902 1.92180 0.0 -0.2 0.0 0.219
H 8.40296 3.00172 1.88055 -0.1 0.1 -0.1 0.213
H 6.49780 2.79028 3.50641 -0.2 0.1 -0.1 0.179
H 6.08904 1.05984 1.00448 0.1 0.1 0.0 0.200
H 5.50889 0.68362 2.62125 0.1 0.1 0.0 0.223
H 7.25854 0.72005 2.30108 -0.1 0.0 -0.1 0.213
H 4.90296 3.16152 1.18009 0.1 0.0 0.4 0.466
```
Forces are in eV/Å.

It is found that the highest occupied orbital energy values, taken in the order of the records, are -8.614, -4.224, -8.456, -8.091 eV.
It is found that the E_tot values, taken in the order of the records, are -2399.10331, -357.89813, -1810.95095, -1533.26555 Eh.